{
  "formula": "C2H5Br3NO",
  "method": "wB97M-V/def2-TZVPD",
  "species": ["C", "C", "N", "O", "Br", "Br", "Br", "H", "H", "H", "H", "H"],
  "xyz": [[-0.211296, 0.750905, 0.298287], [-0.670823, -0.687226, 0.382341], [1.000295, 0.700528, -0.513409], [-0.478225, -1.339946, -0.859401], [-1.545455, 2.047552, -0.476458], [0.654883, -1.378337, 1.811040], [-2.525709, -0.935032, 1.021713], [0.081148, 1.094623, 1.301865], [1.183385, 1.670181, -0.949449], [0.830767, -0.076099, -1.078303], [1.979814, 0.500175, -0.085940], [-0.298786, -2.347323, -0.852286]],
  "atomic_forces_ev_per_a": [[-0.92, 1.21, 1.21], [-0.62, -2.42, 0.50], [3.73, 3.94, 0.61], [0.53, -0.72, 0.86], [1.28, -1.06, 0.37], [-0.78, -0.11, -0.86], [1.27, 0.21, -0.26], [-0.71, 0.12, -0.50], [-0.72, -2.03, -0.03], [-0.14, -1.54, -2.76], [-2.27, 0.12, 0.24], [-0.66, 2.28, 0.61]],
  "homo_ev": -14.319,
  "charge": 1,
  "smiles": "[NH3+][C@@H](Br)C(O)(Br)Br",
  "gap_ev": 9.91,
  "de_lowest_ev": 1.020,
  "largest_force_ev_per_a": 5.46,
  "energy_ev": -215811.9847,
  "mol_weight_g_mol": 298.8,
  "e_lumo_ev": -4.41
}